No. 1
This record from the Open Molecules 2025 dataset describes a structure of composition C33H26BF4N7S4Tc. The level of theory is wB97M-V/def2-TZVPD.

```
76
Properties=species:S:1:pos:R:3:forces:R:3:lowdin_charge:R:1
Tc -0.483 -0.302 -0.523 0.1804 0.1640 0.0577 1.26
C 2.534 3.141 -3.633 0.0147 -0.0260 -0.0236 0.02
C 3.083 2.539 -2.395 -0.1503 0.0440 -0.0387 -0.31
N 4.326 2.510 -2.052 0.1225 -0.1250 0.1748 0.15
N 4.338 1.859 -0.848 0.1669 0.0460 -0.0511 0.05
C 3.136 1.473 -0.420 0.0416 0.0941 -0.0846 -0.80
S 2.702 0.648 0.970 0.0706 0.1367 0.0006 0.68
N 2.320 1.910 -1.421 -0.0405 0.0542 0.0085 -0.09
N 0.942 1.714 -1.419 0.0276 -0.1391 0.1149 0.08
H 3.361 3.539 -4.215 0.0079 0.0169 0.0273 0.10
H 1.847 3.957 -3.399 0.0018 -0.0198 0.0006 0.10
H 1.999 2.402 -4.231 0.1044 0.1110 0.0521 0.08
H 5.202 1.724 -0.353 0.0962 0.0028 0.0252 0.16
H 0.511 2.536 -1.006 -0.0696 0.0383 0.0600 0.11
H 0.637 1.639 -2.393 0.0428 0.0793 0.0552 0.06
S -3.773 4.298 -1.755 -0.0005 -0.0249 -0.0724 1.10
C -4.781 5.661 -1.693 -0.0355 0.0374 -0.0572 -0.36
C -4.911 6.156 -0.424 -0.0036 0.0256 0.0551 -0.14
C -4.170 5.413 0.514 -0.0203 0.0461 0.0161 -0.08
C -3.487 4.359 -0.055 0.0290 -0.0253 0.1261 -0.48
C -2.644 3.396 0.619 -0.0093 0.0124 -0.1054 -0.15
C -2.098 2.301 -0.110 -0.0092 0.0331 0.0102 -0.05
N -1.335 1.387 0.438 0.0157 -0.0153 0.0278 -0.04
C -1.068 1.456 1.774 0.0160 -0.0104 -0.0456 -0.15
C -1.533 2.510 2.572 -0.0025 0.0170 0.0468 -0.10
C -1.173 2.521 3.969 -0.0503 0.0735 -0.0220 0.03
C -0.435 1.531 4.507 0.0469 -0.0579 0.0415 0.02
C 0.012 0.420 3.703 -0.0584 0.0777 -0.0081 -0.11
C 0.739 -0.643 4.197 0.0693 -0.0723 0.0813 0.10
C 1.110 -1.702 3.347 -0.0304 0.0101 -0.0529 -0.16
C 0.721 -1.621 1.976 0.0259 -0.0736 0.1028 -0.11
N 0.059 -0.609 1.497 -0.0851 0.0427 -0.0985 -0.11
C -0.314 0.410 2.331 0.0039 -0.0455 -0.0178 -0.16
C 1.849 -2.816 3.814 0.0524 -0.0158 0.1739 -0.40
C 2.309 -3.047 5.133 -0.0713 0.1119 -0.0484 -0.04
C 3.003 -4.228 5.264 0.0555 -0.1157 -0.0325 -0.09
C 3.087 -4.920 4.054 0.0672 -0.0601 0.1210 -0.30
S 2.325 -4.127 2.778 -0.0236 0.0088 -0.0760 1.15
C -2.321 3.488 1.968 -0.0179 0.0358 0.0346 0.08
H -5.236 6.036 -2.598 0.0352 -0.0331 0.0636 0.09
H -5.516 7.017 -0.178 0.0293 -0.0438 -0.0153 0.12
H -4.153 5.644 1.571 -0.0098 -0.0067 -0.0576 0.12
H -2.299 2.173 -1.169 -0.0281 0.0269 0.0298 0.10
H -1.515 3.345 4.582 0.0078 -0.0187 -0.0184 0.13
H -0.172 1.546 5.558 -0.0108 -0.0047 -0.0404 0.13
H 1.015 -0.654 5.244 -0.0226 -0.0047 -0.0666 0.14
H 0.977 -2.402 1.269 0.0193 0.0011 0.0210 0.11
H 2.131 -2.362 5.951 0.0181 -0.0530 -0.0436 0.13
H 3.437 -4.595 6.183 -0.0277 0.0249 -0.0559 0.13
H 3.577 -5.871 3.887 -0.0392 0.0728 0.0067 0.10
H -2.682 4.316 2.565 -0.0007 -0.0300 -0.0230 0.13
C 2.331 -1.183 -2.146 -0.0194 -0.0592 -0.0225 -0.02
C 1.349 -2.307 -2.074 0.0163 -0.0234 0.0091 -0.28
C 1.689 -3.529 -2.689 0.0059 0.0765 -0.0234 0.01
C 0.805 -4.563 -2.689 0.0140 -0.0780 -0.0268 0.04
C -0.450 -4.409 -2.065 0.0145 -0.0288 -0.0364 -0.14
C -1.418 -5.438 -2.063 0.0413 -0.0302 -0.0208 -0.01
C -2.628 -5.240 -1.463 -0.0684 -0.0128 0.0310 -0.04
C -2.909 -4.012 -0.842 -0.0770 -0.0355 0.0139 -0.08
C -1.984 -2.997 -0.829 -0.0264 0.0494 0.0355 -0.56
S -2.332 -1.465 -0.047 -0.0883 -0.1486 -0.0677 0.72
C -0.730 -3.177 -1.447 0.1002 0.1157 0.0043 -0.22
N 0.188 -2.132 -1.444 0.0652 -0.0594 0.0628 -0.01
H 3.087 -1.391 -2.900 -0.0030 -0.0173 0.0239 0.10
H 2.825 -1.033 -1.182 -0.0583 -0.0235 -0.0369 0.05
H 1.823 -0.265 -2.422 -0.0049 -0.0453 -0.0575 0.05
H 2.648 -3.609 -3.182 -0.0494 -0.0040 0.0235 0.13
H 1.048 -5.502 -3.176 -0.0201 0.0437 0.0220 0.14
H -1.183 -6.375 -2.552 -0.0084 0.0152 0.0048 0.13
H -3.378 -6.020 -1.464 0.0248 0.0208 -0.0078 0.12
H -3.874 -3.854 -0.373 0.0367 -0.0108 -0.0136 0.11
F -1.929 0.754 -4.501 0.3362 -0.1356 0.1943 0.22
B -0.813 0.264 -3.926 -0.2027 -0.1950 -0.1370 -1.08
F -0.494 -1.039 -4.149 -0.0691 0.3728 0.1139 0.21
F 0.293 1.121 -3.990 -0.2974 -0.2771 -0.1400 0.11
F -1.151 0.331 -2.329 -0.2143 0.0663 -0.3282 -0.21
```
Positions in Å, forces in eV/Å.

The multiplicity is 4. The calculation puts the HOMO energy (alpha / beta) at -12.419 / -12.870 eV. The calculation puts the total energy at -3754.080636 hartree. The calculation puts the energy relative to the best compared isomer or geometry (same formula, charge and spin) at 77.6 kJ/mol. For the HOMO-LUMO gap (alpha / beta), the calculation gives 0.20676 / 0.13061 Eh. The total charge is +2.

***

No. 2
This record from the Open Molecules 2025 dataset describes a structure of composition C33H26BaBrN10O4. The level of theory is wB97M-V/def2-TZVPD.

```
75
Properties=species:S:1:pos:R:3:forces:R:3:lowdin_charge:R:1
Ba 0.047 -1.180 0.397 0.3574 1.3814 1.2779 2.20
N -4.027 -5.102 -1.599 -0.3716 0.4705 0.2834 0.01
C -2.656 -5.336 -1.233 0.4178 -0.9240 -0.3186 -0.18
N -1.840 -4.209 -1.447 -0.0087 0.3946 -0.0423 -0.02
C -2.041 -3.272 -2.399 -0.5525 -0.8170 0.5811 -0.21
N -1.308 -2.287 -2.901 0.8966 0.6862 -0.3238 0.03
N -0.387 -1.634 -2.211 0.2962 -0.0117 -0.1719 -0.12
C 0.365 -0.820 -2.908 -0.3417 -0.3050 -0.3188 -0.12
C 1.393 0.078 -2.418 0.4688 0.1165 -0.0481 -0.27
C 2.071 0.882 -3.360 -0.1782 -0.0616 0.0403 -0.03
C 3.089 1.711 -2.951 0.0246 0.0251 0.0570 -0.08
C 3.452 1.750 -1.605 -0.0284 -0.0672 0.0156 -0.08
C 2.745 0.938 -0.737 0.0370 0.1345 -0.3037 -0.15
N 1.757 0.142 -1.125 0.1261 -0.0089 -0.3678 -0.06
C -3.276 -3.508 -3.216 -0.1590 -0.2093 -0.0486 -0.08
C -3.517 -2.788 -4.373 0.0383 -0.0506 0.0199 -0.04
C -4.690 -2.958 -5.108 0.0084 0.0597 -0.0475 -0.12
C -5.634 -3.867 -4.675 -0.0461 -0.0506 0.0521 -0.12
C -5.411 -4.609 -3.521 0.0308 -0.0181 -0.0623 -0.05
C -4.241 -4.436 -2.786 -0.0964 -0.0537 0.0023 -0.24
H -4.605 -5.915 -1.466 0.0622 0.0147 -0.1009 0.12
H -2.541 -5.725 -0.227 -0.1282 0.2947 0.1118 0.07
H 0.225 -0.817 -3.990 -0.0602 0.0553 0.0307 0.11
H 1.776 0.844 -4.399 0.0135 -0.0325 -0.0140 0.11
H 3.609 2.327 -3.675 -0.0026 0.0035 0.0051 0.10
H 4.254 2.382 -1.250 -0.0080 0.0030 0.0113 0.09
H 2.983 0.914 0.323 -0.0089 0.0477 0.0148 0.11
H -2.770 -2.076 -4.687 0.0167 0.0276 -0.0059 0.09
H -4.855 -2.373 -6.003 -0.0056 0.0032 -0.0189 0.09
H -6.556 -4.006 -5.228 0.0009 -0.0017 -0.0114 0.09
H -6.152 -5.320 -3.173 -0.0018 -0.0033 0.0076 0.10
N 0.680 -3.239 2.518 -0.1451 -0.0474 -0.0353 -0.02
C 0.237 -4.332 1.657 0.0097 -0.2999 -0.3565 -0.18
C -0.676 -3.802 0.556 -0.7089 -1.2423 0.0483 -0.58
O -1.524 -2.971 0.865 -1.1280 -0.9116 0.5701 -0.17
N -0.676 -4.366 -0.678 0.2079 0.6105 -0.2895 -0.02
C 0.530 -4.790 -1.358 0.2832 -0.1469 -0.2482 -0.03
C 1.719 -3.806 -1.140 -0.0377 -0.6290 -0.1210 -0.67
O 2.750 -4.003 -1.770 -0.1098 -0.0322 -0.0681 0.02
O 1.477 -2.938 -0.257 1.3802 -0.5446 -0.1404 -0.34
H 1.648 -3.348 2.783 -0.0140 -0.0333 -0.0127 0.08
H 0.107 -3.174 3.348 0.0469 0.0308 0.0151 0.08
H -0.383 -5.064 2.192 0.0586 0.0159 0.0004 0.13
H 1.089 -4.856 1.235 -0.0079 -0.0150 0.0523 0.12
H 0.298 -4.845 -2.419 0.0280 -0.0629 0.0113 0.14
H 0.827 -5.788 -1.030 0.0579 0.0256 -0.0634 0.13
Br 4.670 7.860 -0.067 -0.0406 -0.0118 0.0273 0.70
C 3.363 7.263 1.179 0.0799 0.0534 -0.0508 -0.70
C 3.491 6.005 1.743 0.0936 0.0446 -0.1398 -0.13
C 2.545 5.564 2.645 -0.3941 0.1399 0.0854 -0.02
C 1.466 6.390 2.991 0.1527 -0.0665 -0.6969 -0.29
C 1.378 7.666 2.441 0.0372 -0.1386 -0.0993 -0.03
C 2.315 8.100 1.519 0.0455 0.0118 -0.0666 -0.13
N 0.587 6.087 4.044 -0.7740 -1.2636 0.8824 0.06
N -0.004 4.983 4.209 0.2688 1.2164 0.3115 0.06
C -0.179 4.010 3.219 0.3522 0.2121 -0.6067 -0.27
C -0.612 4.288 1.929 0.2983 0.0204 0.2967 -0.03
C -0.842 3.287 1.005 -0.1249 -0.2200 -0.1382 -0.01
C -0.622 1.923 1.291 -0.0701 0.2159 0.0433 -0.40
O -0.855 0.987 0.468 -0.6262 1.7741 0.2545 -0.36
C -0.076 1.632 2.618 0.1846 0.3953 0.1744 -0.15
N 0.357 0.372 2.864 -0.1263 0.0286 0.0103 0.03
C 0.884 0.095 4.032 -0.0354 -0.1294 -0.0160 -0.16
C 1.002 1.029 5.073 -0.0256 0.1014 -0.0275 -0.06
C 0.599 2.315 4.842 0.0167 -0.1553 0.1007 -0.01
C 0.069 2.662 3.583 0.0337 -0.0890 -0.1884 -0.11
H 4.321 5.368 1.469 0.0136 0.0103 0.0098 0.10
H 2.644 4.583 3.084 -0.0735 -0.1100 0.0771 0.12
H 0.560 8.309 2.736 -0.0127 0.0160 0.0469 0.11
H 2.236 9.083 1.076 0.0074 0.0061 -0.0028 0.10
H -0.805 5.313 1.646 0.0149 0.1459 0.0237 0.11
H -1.219 3.530 0.020 -0.0155 -0.0186 -0.0028 0.11
H 1.243 -0.920 4.171 -0.0064 -0.0259 -0.0047 0.09
H 1.429 0.732 6.022 -0.0148 -0.0060 0.0158 0.10
H 0.694 3.081 5.600 0.0230 0.0215 0.0121 0.11
```
Positions in Å, forces in eV/Å.

The calculation puts the HOMO energy (alpha / beta) at -2.257 / -2.265 eV. The calculation puts the total energy at -4721.179759 hartree. For the HOMO-LUMO gap (alpha / beta), the calculation gives 0.14836 / 0.14866 Eh. The total charge is -1.

***

Which of these has the highest total charge?
C33H26BF4N7S4Tc